Molecular formula: C3H7NO2
Method: DFT, ωB97M-V/def2-TZVPD

Last columns: bonded neighbours and bond lengths (Å).
Element x y z (Å)
1 H 2.09896 0.91762 -1.39320  N2 1.016
2 N 1.50338 0.58078 -0.64158  H1 1.016, C3 1.271
3 C 2.20826 0.27985 0.37220  N2 1.271, O4 1.326, H5 1.094
4 O 1.70875 -0.17299 1.51454  C3 1.326, H6 0.985
5 H 3.29824 0.35154 0.43486  C3 1.094
6 H 0.72861 -0.23078 1.44214  O4 0.985
7 C -1.68159 0.21710 -0.70412  C8 1.495, H10 1.092, H11 1.094, H12 1.098
8 C -1.64638 -0.85197 0.34017  C7 1.495, O9 1.216, H13 1.107
9 O -0.97076 -0.80268 1.35040  C8 1.216
10 H -2.47730 0.04618 -1.43235  C7 1.092
11 H -1.79514 1.19766 -0.23238  C7 1.094
12 H -0.69741 0.23453 -1.19167  C7 1.098
13 H -2.26427 -1.75342 0.16157  C8 1.107

Output
E_LUMO in eV: 0.977
Energy relative to the best compared isomer or geometry (same formula, charge and spin) in kcal/mol: 33.2
Highest occupied orbital energy in eV: -10.14
Total energy in eV: -8809.0910
Frontier orbital gap in Eh: 0.4086
SMILES: [H]/N=C/O.CC=O
F_max in Eh/bohr: 0.0106